No. 1
This record from the OMol25 dataset describes one molecule with the formula C4H5NO3 in a non-equilibrium geometry. The level of theory is ωB97M-V/def2-TZVPD.

XYZ file:
```
13
Properties=species:S:1:pos:R:3:forces:R:3:lowdin_charge:R:1
O 2.492 -0.016 -1.843 -1.6 0.8 0.3 0.15
C 1.415 0.227 -1.348 1.2 0.0 0.0 -0.41
O 0.687 1.363 -1.415 -0.1 -1.0 0.4 0.13
C 0.717 -0.753 -0.414 -1.4 -0.6 0.4 -0.35
O 1.207 -1.824 -0.165 -0.1 0.5 0.0 0.14
N -0.607 -0.401 -0.036 1.0 0.2 -0.6 -0.02
C -1.026 0.616 0.939 -0.5 -0.1 -0.4 -0.07
C -1.161 -0.854 1.190 -0.1 -0.3 0.4 -0.12
H 1.046 1.972 -2.040 0.8 0.8 -0.9 0.11
H -0.225 1.176 1.402 0.0 -0.1 0.3 0.11
H -1.940 1.216 0.740 0.8 -0.6 -0.3 0.12
H -0.511 -1.339 1.891 0.5 0.0 0.3 0.11
H -2.096 -1.384 1.098 -0.4 0.3 0.0 0.11
```
Forces are in eV/Å.

The calculation puts the LUMO energy at 0.09 eV. Its largest force on an atom is 0.0358 Eh/bohr. Its spin multiplicity is 1. As for the SMILES: O=C(O)C(=O)N1CC1. The value obtained for the total energy is -435.8616 Ha. The calculation puts the frontier orbital gap at 10.188 eV. The value obtained for the relative energy (zero: lowest compared OMol25 entry of this formula, charge and spin) is 37.0 kcal/mol.

No. 2
This record from the OMol25 dataset describes a 6-piece molecular cluster, C12H24Cl8O6 overall in a non-equilibrium geometry. The level of theory is ωB97M-V/def2-TZVPD.

XYZ file:
```
50
Properties=species:S:1:pos:R:3:forces:R:3:lowdin_charge:R:1
C 10.703 -14.138 -15.759 -0.6 0.7 0.9 -1.01
Cl 9.031 -14.301 -15.062 1.0 -0.4 -0.5 0.52
Cl 10.834 -12.620 -16.605 0.1 0.3 -0.6 0.56
H 11.341 -13.979 -14.890 0.1 -0.5 0.0 0.00
H 11.049 -14.955 -16.393 -0.6 0.0 0.2 -0.02
C 12.746 -16.452 -20.516 -1.4 0.6 0.3 -1.08
Cl 14.097 -17.562 -20.348 -0.3 -0.2 0.0 0.57
Cl 12.434 -16.042 -22.206 0.4 0.4 0.1 0.54
H 11.749 -16.755 -20.197 0.4 -1.3 0.2 0.03
H 12.881 -15.629 -19.813 0.7 0.5 -0.8 -0.03
C 14.579 -17.494 -16.975 0.3 -0.4 -0.2 -0.96
Cl 14.490 -18.869 -15.789 0.2 1.0 -1.0 0.59
Cl 13.117 -16.506 -16.984 -0.3 -0.2 0.4 0.55
H 15.422 -16.829 -16.783 -0.1 -0.2 0.5 0.01
H 14.700 -17.851 -17.998 -0.1 -0.4 0.4 -0.05
C 15.001 -12.863 -17.860 1.2 -0.2 0.3 -0.85
Cl 14.835 -12.981 -16.036 -0.5 0.2 -1.4 0.51
Cl 15.112 -14.518 -18.639 0.0 1.7 0.5 0.52
H 14.309 -12.185 -18.360 -0.8 -0.7 0.4 0.04
H 15.949 -12.337 -17.976 0.2 -0.6 -0.1 0.02
C 12.863 -19.378 -13.050 1.6 -1.2 0.9 -0.07
C 13.895 -19.069 -11.913 -1.6 1.7 -1.2 -0.20
O 13.894 -20.020 -10.898 0.7 -1.2 -0.5 0.07
C 13.047 -19.973 -9.912 -2.0 1.4 2.7 -0.55
O 12.306 -19.026 -9.599 1.3 -1.6 -1.0 0.09
O 13.173 -21.097 -9.192 1.1 1.7 -2.6 0.00
C 12.476 -21.337 -8.020 -1.2 -1.0 0.6 -0.06
H 12.723 -18.551 -13.747 -0.1 -0.1 0.2 0.03
H 11.935 -19.745 -12.611 -0.1 0.3 -0.1 0.09
H 13.347 -20.215 -13.553 -0.5 -0.1 -0.6 0.06
H 13.555 -18.103 -11.539 0.5 0.1 0.6 0.09
H 14.925 -19.007 -12.264 -0.2 0.0 -0.1 0.13
H 11.426 -21.546 -8.224 0.0 -0.4 -0.3 0.10
H 12.384 -20.550 -7.271 1.0 0.2 -0.1 0.10
H 13.026 -22.247 -7.784 -0.7 0.1 1.4 0.11
C 16.596 -15.115 -14.236 0.2 0.1 0.4 -0.07
C 15.305 -15.882 -14.016 0.7 0.5 -1.7 -0.19
O 14.900 -15.679 -12.621 -0.8 -0.3 -1.3 0.14
C 13.638 -15.607 -12.353 2.2 -0.5 3.0 -0.48
O 12.671 -15.572 -13.143 -0.2 0.0 0.0 0.36
O 13.546 -15.616 -11.025 -0.3 0.3 -1.5 0.09
C 12.315 -15.726 -10.330 -2.1 -0.4 0.7 0.00
H 17.007 -15.205 -15.241 -0.5 -0.2 -0.2 0.09
H 17.390 -15.494 -13.592 -0.1 0.0 0.2 0.09
H 16.465 -14.051 -14.040 0.0 -0.1 0.0 0.06
H 15.425 -16.926 -14.304 0.0 -0.3 1.0 0.08
H 14.509 -15.547 -14.681 -0.1 0.4 0.1 0.06
H 11.797 -16.645 -10.603 0.0 0.0 -0.4 0.10
H 11.678 -14.855 -10.479 0.2 0.0 -0.2 0.11
H 12.452 -15.856 -9.256 0.9 0.3 -0.2 0.12
```
Forces are in eV/Å.

The calculation puts the LUMO energy (spin up / spin down) at -2.93 / -10.08 eV. Its largest force on an atom is 0.0728 Eh/bohr. Its spin multiplicity is 2. Its total charge is +1. The value obtained for the total energy is -4604.1799 Ha. The expectation value of S² is 0.7557. The calculation puts the frontier orbital gap (spin up / spin down) at 9.952 / 2.802 eV.

No. 3
This record from the OMol25 dataset describes a 2-piece molecular cluster, C3H3NS2 overall in a non-equilibrium geometry. The level of theory is ωB97M-V/def2-TZVPD.

XYZ file:
```
9
Properties=species:S:1:pos:R:3:forces:R:3:lowdin_charge:R:1
C 0.949 -1.211 1.237 0.6 -2.0 2.6 -0.02
C 0.280 -0.527 0.431 -2.2 2.4 -2.3 -0.36
C 1.099 -2.118 -2.343 -2.2 0.3 -0.7 -1.39
N -0.324 0.010 -0.467 -0.6 0.1 -0.8 0.14
S -0.408 -2.263 -2.798 1.7 -0.2 0.4 0.70
S 2.529 -1.783 -1.883 0.6 -0.2 0.0 0.74
H 0.377 -1.692 2.050 1.2 0.1 -0.3 0.09
H 1.935 -1.316 0.840 0.8 -0.7 0.8 0.03
H -0.442 1.006 -0.527 0.1 0.3 0.3 0.08
```
Forces are in eV/Å.

The calculation puts the LUMO energy at 0.02 eV. Its largest force on an atom is 0.0772 Eh/bohr. Its spin multiplicity is 1. The value obtained for the total energy is -967.1733 Ha. The calculation puts the frontier orbital gap at 9.003 eV. The value obtained for the relative energy (zero: lowest compared OMol25 entry of this formula, charge and spin) is 26.8 kcal/mol.

No. 4
This record from the OMol25 dataset describes a 3-piece molecular cluster, C2H12NO2 overall in a non-equilibrium geometry. The level of theory is ωB97M-V/def2-TZVPD.

XYZ file:
```
17
Properties=species:S:1:pos:R:3:forces:R:3:lowdin_charge:R:1
C -2.526 -0.664 1.271 1.3 0.0 -2.9 -0.06
C -1.087 -1.032 0.967 1.1 -3.2 3.4 -0.22
N -0.422 -0.226 -0.076 -0.3 -1.7 -0.6 0.21
H -2.872 -1.214 2.105 -0.8 -0.8 0.3 0.09
H -2.404 0.325 1.565 -0.5 2.1 0.8 0.06
H -3.033 -0.636 0.312 -1.2 -0.5 0.4 0.09
H -0.732 -0.812 2.013 1.2 0.1 -1.4 0.14
H -0.819 -2.166 0.896 -0.8 2.1 -0.6 0.17
H 0.375 -0.597 -0.582 1.0 -1.5 -0.1 0.11
H 0.031 0.558 0.280 0.1 2.6 0.8 0.14
H -1.030 -0.073 -0.862 -0.8 0.9 -0.2 0.17
H 2.138 3.662 -0.659 -0.2 -1.0 -0.3 0.06
H 3.050 2.680 -1.368 -0.4 -0.1 0.1 0.04
O 2.154 2.735 -0.997 0.5 1.0 0.3 -0.09
H 2.681 -1.284 -1.081 -1.4 -0.2 -0.5 0.10
H 2.533 -0.326 -2.107 0.3 1.6 -1.5 0.03
O 1.963 -0.930 -1.676 0.8 -1.4 2.1 -0.04
```
Forces are in eV/Å.

The calculation puts the LUMO energy at -3.19 eV. Its largest force on an atom is 0.0935 Eh/bohr. Its spin multiplicity is 1. Its total charge is +1. The value obtained for the total energy is -288.3551 Ha. The calculation puts the frontier orbital gap at 11.817 eV. The value obtained for the relative energy (zero: lowest compared OMol25 entry of this formula, charge and spin) is 37.0 kcal/mol.

No. 5
This record from the OMol25 dataset describes C52H44IN8S3Sc as an isolated structure in a non-equilibrium geometry. The level of theory is ωB97M-V/def2-TZVPD.

XYZ file:
```
109
Properties=species:S:1:pos:R:3:forces:R:3:lowdin_charge:R:1
Sc 1.613 -0.399 1.171 1.6 -1.7 1.0 0.73
I 1.695 -1.148 4.604 0.4 0.6 -0.5 0.99
C 3.717 -0.585 4.217 1.6 -0.3 0.8 -0.59
C 4.467 -0.138 5.320 -1.2 -1.0 -2.1 -0.16
C 5.865 -0.159 5.274 1.5 0.2 -1.0 -0.07
C 6.516 -0.739 4.180 -0.7 0.4 1.2 -0.02
C 5.839 -1.170 3.017 -1.7 0.7 0.8 -0.15
C 6.573 -1.483 1.858 0.0 -0.3 -0.8 -0.03
C 5.921 -1.505 0.629 0.2 -0.3 0.6 -0.07
C 4.532 -1.369 0.588 -0.2 0.5 1.7 -0.13
C 3.771 -1.066 1.746 -2.2 -0.1 -2.6 -0.26
C 4.348 -1.000 2.978 3.2 0.4 1.3 -0.29
H 3.923 0.171 6.169 -0.3 0.3 1.0 0.07
H 6.475 0.371 6.034 -0.6 -0.7 -0.4 0.12
H 7.588 -0.786 4.173 0.4 0.0 0.1 0.11
H 7.651 -1.727 1.947 -0.7 0.6 -0.1 0.13
H 6.431 -1.597 -0.322 0.3 -0.3 0.2 0.10
H 4.040 -1.517 -0.354 -0.3 0.2 -0.4 0.06
N 1.537 -0.504 -0.803 -1.8 0.3 -2.1 -0.33
S 0.713 -0.230 -2.042 2.9 -0.4 2.9 0.82
N -0.485 0.867 -1.958 -2.3 0.2 0.4 -0.34
S -2.020 0.816 -1.438 1.5 -1.0 2.6 1.02
N -2.488 0.138 -0.027 0.2 0.3 -3.0 -0.37
S -1.843 -0.423 1.326 1.5 0.0 1.4 0.77
N -0.386 -0.404 1.601 -1.7 -0.3 -0.4 -0.37
C -2.694 0.487 2.589 0.6 -0.5 0.9 -0.31
C -2.152 0.483 3.913 -0.9 1.1 -0.5 -0.04
C -2.889 1.148 4.905 0.3 -0.7 -0.6 -0.05
C -4.171 1.610 4.632 -0.1 -0.1 -0.4 -0.05
C -4.604 1.707 3.313 -1.0 -0.5 -0.1 -0.05
C -3.911 1.054 2.294 0.1 1.3 0.9 -0.08
C -2.647 -2.018 1.511 -0.5 -1.0 -0.5 -0.29
C -3.613 -2.403 0.590 -1.2 -0.8 -0.1 -0.08
C -4.142 -3.729 0.647 1.0 0.6 1.2 -0.03
C -3.762 -4.659 1.652 0.5 2.3 -1.8 -0.03
C -2.814 -4.220 2.564 -0.3 0.4 -0.1 -0.06
C -2.322 -2.926 2.535 -0.2 0.7 -0.9 -0.06
C -2.467 2.501 -1.097 -0.1 0.8 -0.9 -0.33
C -1.472 3.440 -0.851 -0.9 0.8 0.6 -0.05
C -1.884 4.779 -0.584 0.3 -0.6 -1.0 -0.03
C -3.222 5.174 -0.735 1.2 -1.8 0.4 -0.03
C -4.167 4.196 -1.010 -1.5 -0.4 0.3 -0.05
C -3.830 2.857 -1.138 0.0 -0.9 -0.1 -0.08
C -3.129 0.230 -2.713 0.2 -0.4 -0.5 -0.32
C -3.414 -1.122 -2.788 -0.5 -0.7 0.9 -0.06
C -4.235 -1.648 -3.832 1.7 1.4 1.3 -0.03
C -4.621 -0.807 -4.870 0.8 0.9 1.7 -0.01
C -4.404 0.594 -4.701 -0.2 0.3 -0.4 -0.02
C -3.597 1.116 -3.695 -0.1 -0.8 0.6 -0.06
C 1.884 0.495 -3.176 -1.1 0.4 -1.0 -0.34
C 1.904 1.843 -3.396 0.6 2.0 -0.7 -0.06
C 2.917 2.413 -4.234 -1.3 1.2 1.0 -0.06
C 3.803 1.655 -4.920 0.9 -2.9 -0.5 -0.05
C 3.779 0.245 -4.692 -1.7 0.8 1.4 -0.02
C 2.799 -0.309 -3.842 1.7 -0.9 -0.3 -0.07
C 0.223 -1.710 -2.813 -1.5 -2.0 0.4 -0.35
C 0.004 -2.931 -2.090 0.1 1.6 0.1 -0.05
C -0.444 -4.080 -2.724 -0.2 -0.2 0.8 -0.06
C -0.831 -4.080 -4.055 1.2 3.3 0.4 -0.03
C -0.615 -2.872 -4.745 0.2 0.6 0.1 -0.02
C -0.091 -1.676 -4.143 -0.4 -2.2 -0.9 -0.06
H -1.213 0.039 4.211 0.2 0.0 -0.5 0.05
H -2.472 1.305 5.893 -0.1 -0.5 0.0 0.12
H -4.861 1.747 5.455 0.1 0.9 0.0 0.12
H -5.557 2.203 3.058 0.5 -0.4 0.3 0.12
H -4.277 1.095 1.295 -0.2 -0.1 -0.5 0.09
H -4.111 -1.654 -0.062 0.8 -0.8 0.2 0.10
H -4.837 -4.021 -0.098 -0.7 -0.2 -0.5 0.09
H -4.178 -5.633 1.611 -0.2 -0.7 0.3 0.11
H -2.437 -4.851 3.332 0.0 -0.5 0.6 0.11
H -1.768 -2.575 3.361 1.1 0.2 0.7 0.10
H -0.444 3.106 -0.764 0.0 0.3 -0.2 0.09
H -1.114 5.532 -0.440 -0.1 -0.1 0.3 0.11
H -3.531 6.154 -0.505 -0.2 1.1 -0.1 0.11
H -5.248 4.445 -1.058 0.9 0.0 0.0 0.14
H -4.613 2.066 -1.258 0.8 0.9 0.0 0.14
H -3.049 -1.767 -1.949 -0.4 0.4 -1.1 0.11
H -4.447 -2.684 -3.690 -0.3 -0.6 -0.8 0.11
H -4.985 -1.248 -5.759 -1.0 0.0 -0.7 0.11
H -4.927 1.358 -5.304 0.6 -0.8 -0.2 0.13
H -3.352 2.160 -3.579 -0.3 0.2 -0.4 0.11
H 1.171 2.578 -3.025 0.3 -0.8 0.2 0.11
H 2.961 3.510 -4.291 -0.2 -0.6 -0.2 0.12
H 4.528 1.959 -5.670 -0.1 0.7 0.4 0.12
H 4.513 -0.442 -5.048 0.4 -0.1 -0.6 0.11
H 2.886 -1.396 -3.671 -0.4 0.7 0.0 0.13
H 0.100 -2.871 -1.006 0.3 -0.2 -0.2 0.09
H -0.538 -4.995 -2.146 -0.1 0.2 0.1 0.12
H -1.300 -4.886 -4.521 -0.4 -1.3 -0.7 0.10
H -0.841 -2.854 -5.801 -0.1 0.2 -0.1 0.11
H 0.155 -0.797 -4.700 -0.3 0.3 -0.6 0.11
N 1.981 7.099 1.864 0.1 -0.8 -0.2 0.20
C 2.139 5.963 1.730 0.7 0.9 -0.1 -0.16
C 2.256 4.533 1.614 0.8 -0.2 0.3 -0.18
C 1.038 3.908 1.647 -0.3 -1.3 0.4 -0.01
C 0.990 2.514 1.709 0.9 0.8 -0.9 -0.10
N 2.120 1.803 1.576 -0.4 -0.3 1.1 -0.01
C 3.341 2.398 1.676 -1.2 -0.2 -0.3 -0.05
C 3.455 3.769 1.658 -0.9 0.6 0.3 0.05
H 0.153 4.498 1.719 -0.6 0.2 0.0 0.11
H 0.048 1.983 1.808 0.2 -0.1 -0.1 0.09
H 4.164 1.709 1.822 0.1 0.1 -0.3 0.12
H 4.409 4.244 1.776 0.3 0.2 -0.1 0.13
N 2.101 -3.978 0.596 -1.0 -0.1 -0.6 -0.03
N 1.632 -2.999 1.583 0.0 -0.9 0.0 -0.11
H 1.377 -4.051 -0.147 0.9 0.0 0.8 0.04
H 2.257 -4.932 0.971 -0.4 1.0 0.1 0.09
H 2.399 -2.989 2.266 -0.5 0.3 -0.2 0.03
H 0.771 -3.302 2.076 0.7 0.0 -0.3 0.07
```
Forces are in eV/Å.

The calculation puts the LUMO energy at -5.14 eV. Its largest force on an atom is 0.0808 Eh/bohr. Its spin multiplicity is 1. Its total charge is +2. The value obtained for the total energy is -4698.1770 Ha. The calculation puts the frontier orbital gap at 6.014 eV. The value obtained for the relative energy (zero: lowest compared OMol25 entry of this formula, charge and spin) is 0.0 kcal/mol.

No. 6
This record from the OMol25 dataset describes a 2-piece molecular cluster, C6H12O overall in a non-equilibrium geometry. The level of theory is ωB97M-V/def2-TZVPD.

XYZ file:
```
19
Properties=species:S:1:pos:R:3:forces:R:3:lowdin_charge:R:1
C 0.647 -2.718 -2.519 0.6 -0.6 0.7 0.01
C 0.956 -2.133 -1.362 -0.2 0.4 -0.3 -0.15
C 0.113 -1.167 -0.620 0.0 0.9 -0.6 -0.30
C 0.854 -0.342 0.407 0.0 -1.2 0.4 -0.06
C -1.158 -0.895 -0.937 -0.3 -1.0 0.7 -0.12
C -2.080 -0.084 -0.103 -1.0 0.5 1.0 -0.11
H -0.363 -2.773 -2.886 -0.1 0.4 -0.4 0.05
H 1.423 -3.291 -3.020 -0.3 -0.1 0.0 0.05
H 1.956 -2.251 -0.948 0.0 0.0 -0.2 0.09
H 0.547 0.688 0.470 -0.1 0.3 -0.1 0.07
H 1.925 -0.407 0.230 0.1 0.2 0.0 0.07
H 0.676 -0.818 1.377 0.1 0.2 0.2 0.09
H -1.673 -1.520 -1.665 0.2 0.1 -0.2 0.10
H -2.782 0.558 -0.631 0.3 0.3 -0.5 0.07
H -1.635 0.507 0.699 0.4 0.1 -0.3 0.06
H -2.802 -0.686 0.471 0.3 -0.5 -0.3 0.08
O 1.277 6.011 3.946 0.1 0.1 0.1 -0.06
H 1.712 5.253 3.545 -0.1 0.0 0.0 0.03
H 0.406 6.069 3.547 0.0 -0.1 -0.1 0.03
```
Forces are in eV/Å.

The calculation puts the LUMO energy at 0.70 eV. Its largest force on an atom is 0.0289 Eh/bohr. Its spin multiplicity is 1. As for the SMILES: C=C/C(C)=C/C.O. The value obtained for the total energy is -310.9934 Ha. The calculation puts the frontier orbital gap at 9.106 eV. The value obtained for the relative energy (zero: lowest compared OMol25 entry of this formula, charge and spin) is 41.4 kcal/mol.